(1)
DFT (ωB97M-V/def2-TZVPD) results for a 2-piece molecular cluster, C3H5O2S3 overall at a distorted geometry.

Positions of all 13 atoms, in Å:
C 0.68 -0.76 -2.78
C 0.77 -0.56 -1.43
C -0.43 -0.05 -0.61
O 0.58 1.79 2.38
O 0.31 -0.19 3.73
S -1.89 1.69 3.99
S -1.15 -1.33 0.47
S -0.36 0.86 3.01
H 1.65 -0.94 -3.22
H -0.39 -0.76 -3.26
H 1.74 -0.83 -0.89
H -1.17 0.24 -1.38
H -0.33 0.84 -0.02

Values from the calculation:
LUMO energy (spin up / spin down)   1.19 / 1.19 eV
Frontier orbital gap (spin up / spin down)   5.20 / 5.20 eV
Molecular weight   169.27 u
Energy above the lowest of the compared OMol25 structures with the same formula, charge and spin   260.8 kJ/mol
Net charge   -1

Löwdin population analysis, charges in e, atoms 1 to 5: -0.058 -0.275 -0.739 -0.444 -0.448


(2)
DFT (ωB97M-V/def2-TZVPD) results for C3H5O3Pm as an isolated structure at a distorted geometry.

Positions of all 12 atoms, in Å:
H 1.87 0.51 0.24
C 0.94 1.03 0.55
C -0.02 0.03 1.19
O -0.22 -1.16 0.39
C -0.62 -1.04 -0.83
O -0.75 -2.24 -1.33
Pm -0.90 1.27 -2.23
O 0.21 1.74 -0.39
H 1.22 1.71 1.37
H -0.99 0.68 1.13
H 0.38 -0.34 2.14
H -1.14 -2.19 -2.21

Values from the calculation:
LUMO energy (spin up / spin down)   -4.64 / -4.72 eV
Frontier orbital gap (spin up / spin down)   6.42 / 8.39 eV
Multiplicity   6
Molecular weight   234.07 u
Energy above the lowest of the compared OMol25 structures with the same formula, charge and spin   103.6 kJ/mol
Net charge   +1

Löwdin population analysis, charges in e, atoms 1 to 5: 0.131 -0.345 -0.127 -0.007 -0.311


(3)
DFT (ωB97M-V/def2-TZVPD) results for C3H5O3Zn as an isolated structure at a distorted geometry.

Positions of all 12 atoms, in Å:
Zn -1.70 -0.87 1.21
O -1.89 1.14 1.25
O 0.21 0.60 0.98
C 1.10 0.09 -0.05
C 0.34 -1.07 -0.72
O -1.03 -0.84 -0.51
C -0.87 1.27 0.53
H 1.26 0.89 -0.78
H 2.05 -0.20 0.41
H 0.70 -2.03 -0.33
H 0.57 -1.06 -1.80
H -0.73 2.09 -0.18

Values from the calculation:
LUMO energy   -6.89 eV
Frontier orbital gap   8.13 eV
Molecular weight   154.46 u
Energy above the lowest of the compared OMol25 structures with the same formula, charge and spin   149.0 kJ/mol
Net charge   +1

Löwdin population analysis, charges in e, atoms 1 to 5: 1.226 0.013 -0.060 -0.093 -0.264


(4)
DFT (ωB97M-V/def2-TZVPD) results for C3H5O4Pm as an isolated structure at a distorted geometry.

Positions of all 13 atoms, in Å:
O -1.41 -0.99 0.43
C -0.69 0.12 0.22
C -2.75 -0.80 -0.05
O 0.28 0.33 1.02
O -1.50 1.15 -0.09
C -2.87 0.72 -0.10
Pm 2.55 -0.11 0.06
H -3.44 -1.27 0.65
H -2.85 -1.27 -1.04
H -3.38 1.13 0.78
H -3.35 1.10 -1.01
O 0.67 -0.36 -1.32
H 0.36 0.15 -2.08

Values from the calculation:
LUMO energy (spin up / spin down)   -12.36 / -10.58 eV
Frontier orbital gap (spin up / spin down)   5.52 / 7.31 eV
Multiplicity   5
Molecular weight   250.07 u
Energy above the lowest of the compared OMol25 structures with the same formula, charge and spin   189.7 kJ/mol
Net charge   +2

Löwdin population analysis, charges in e, atoms 1 to 5: 0.084 -0.572 -0.058 -0.121 0.090


(5)
DFT (ωB97M-V/def2-TZVPD) results for a 2-piece molecular cluster, C3H5P overall at a distorted geometry.

Positions of all 9 atoms, in Å:
C 2.31 2.01 1.79
C -1.31 -1.62 -0.62
C 1.53 1.56 1.00
P -2.11 -0.40 -1.46
H 3.09 2.75 2.07
H -2.41 -1.16 -2.52
H -1.19 -2.57 -1.21
H -0.70 -1.39 0.24
H 0.79 0.82 0.71

Values from the calculation:
LUMO energy   0.04 eV
Frontier orbital gap   10.04 eV
SMILES   C#C.C=P
Molecular weight   72.05 u
Energy above the lowest of the compared OMol25 structures with the same formula, charge and spin   217.7 kJ/mol

Löwdin population analysis, charges in e, atoms 1 to 5: -0.030 -0.457 -0.026 0.717 0.039


(6)
DFT (ωB97M-V/def2-TZVPD) results for C3H5P3 in the gas phase at a distorted geometry.

Positions of all 11 atoms, in Å:
C 0.62 0.46 -1.26
C -1.75 -0.38 0.76
C 0.99 -0.32 1.57
P -0.35 0.96 -2.61
P -2.16 0.08 -2.91
P -0.24 0.16 0.25
H 1.73 0.53 -1.20
H -2.33 -0.20 -0.21
H 1.77 0.45 1.76
H 1.41 -1.42 1.42
H 0.33 -0.33 2.42

Values from the calculation:
LUMO energy (spin up / spin down)   -0.91 / -2.35 eV
Frontier orbital gap (spin up / spin down)   7.29 / 6.70 eV
Multiplicity   3
Molecular weight   134.00 u
Energy above the lowest of the compared OMol25 structures with the same formula, charge and spin   260.3 kJ/mol

Löwdin population analysis, charges in e, atoms 1 to 5: -0.716 -0.243 -0.293 0.291 0.284


(7)
DFT (ωB97M-V/def2-TZVPD) results for C3H5PS in the gas phase at a distorted geometry.

Positions of all 10 atoms, in Å:
C 0.05 -0.65 0.17
C -0.77 0.49 0.49
C -0.92 -0.11 -0.82
P 1.83 -0.47 -0.15
S -2.46 -0.18 0.15
H -0.25 -1.76 0.58
H -0.58 1.47 0.78
H -0.80 0.25 -1.76
H 2.13 0.02 1.28
H 1.77 0.94 -0.72

Values from the calculation:
LUMO energy   0.91 eV
Frontier orbital gap   9.62 eV
SMILES   P[C@@H]1[C@H]2S[C@@H]12
Molecular weight   104.11 u
Energy above the lowest of the compared OMol25 structures with the same formula, charge and spin   243.9 kJ/mol

Löwdin population analysis, charges in e, atoms 1 to 5: -0.709 -0.528 -0.544 0.781 0.833


(8)
DFT (ωB97M-V/def2-TZVPD) results for a 2-piece molecular cluster, C3H5PS overall at a distorted geometry.

Positions of all 10 atoms, in Å:
C -0.14 -0.23 -0.24
C 0.91 0.76 -0.40
C 0.95 -0.11 0.84
P -1.79 0.21 0.33
S 2.40 -0.15 -0.20
H 0.57 -1.71 -1.45
H 0.98 1.76 -0.39
H 0.74 0.02 1.92
H -2.36 -1.06 0.48
H -2.25 0.51 -0.89

Values from the calculation:
LUMO energy (spin up / spin down)   -0.09 / -0.09 eV
Frontier orbital gap (spin up / spin down)   8.39 / 8.39 eV
Molecular weight   104.11 u
Energy above the lowest of the compared OMol25 structures with the same formula, charge and spin   570.0 kJ/mol

Löwdin population analysis, charges in e, atoms 1 to 5: -0.633 -0.603 -0.540 0.821 0.843


(9)
DFT (ωB97M-V/def2-TZVPD) results for C3H6 in the gas phase at a distorted geometry.

Positions of all 9 atoms, in Å:
C -1.13 -0.11 0.02
C 0.25 0.41 -0.02
C 1.41 -0.19 0.00
H -1.05 -0.85 -0.78
H -1.52 -0.63 0.97
H -2.01 0.61 -0.25
H 0.29 1.49 -0.06
H 1.57 -1.31 -0.09
H 2.20 0.58 0.21

Values from the calculation:
LUMO energy   1.25 eV
Frontier orbital gap   10.85 eV
SMILES   C=CC
Molecular weight   42.08 u
Energy above the lowest of the compared OMol25 structures with the same formula, charge and spin   68.5 kJ/mol

Löwdin population analysis, charges in e, atoms 1 to 5: -0.139 -0.318 -0.040 0.064 0.096


(10)
DFT (ωB97M-V/def2-TZVPD) results for C3H6AlF2NO7S2 as an isolated structure at a distorted geometry.

Positions of all 22 atoms, in Å:
Al -2.41 -1.80 2.14
N -2.55 0.17 0.22
S -2.80 1.63 0.40
O -4.18 2.05 0.16
O -1.68 2.57 0.37
F -2.76 1.28 1.98
S -2.24 0.44 -1.46
O -0.86 0.69 -1.84
O -3.28 1.11 -2.24
F -2.51 -1.11 -1.76
C 1.31 1.24 0.54
O 1.68 -0.10 -0.01
C 1.32 -1.25 0.55
O 0.45 -1.35 1.41
O 2.18 -2.26 0.13
C 3.39 -2.02 -0.56
H 2.01 1.60 1.30
H 0.37 1.30 1.07
H 1.26 1.97 -0.27
H 3.86 -1.04 -0.39
H 3.31 -2.38 -1.58
H 4.12 -2.73 -0.17

Values from the calculation:
LUMO energy (spin up / spin down)   -16.51 / -18.15 eV
Frontier orbital gap (spin up / spin down)   5.60 / 3.94 eV
Multiplicity   2
Molecular weight   297.19 u
Energy above the lowest of the compared OMol25 structures with the same formula, charge and spin   50.5 kJ/mol
Net charge   +3

Löwdin population analysis, charges in e, atoms 1 to 5: 1.187 -0.209 0.513 0.073 -0.036


(11)
DFT (ωB97M-V/def2-TZVPD) results for a 2-piece molecular cluster, C3H6BBrO2 overall at a distorted geometry.

Positions of all 13 atoms, in Å:
B 1.06 1.80 -1.79
C 0.00 -2.13 0.65
C -1.00 -1.00 0.76
C -0.64 0.20 1.29
O 1.11 3.02 -2.13
O 0.97 0.64 -1.56
Br -1.74 1.60 1.15
H -0.48 -3.14 0.52
H 0.60 -1.94 -0.20
H -1.88 -1.33 0.32
H 0.31 0.37 1.62
H 1.08 3.95 -2.18
H 0.62 -2.04 1.55

Values from the calculation:
LUMO energy   0.02 eV
Frontier orbital gap   8.53 eV
SMILES   C/C=C/Br.O=BO
Molecular weight   164.80 u
Energy above the lowest of the compared OMol25 structures with the same formula, charge and spin   125.7 kJ/mol

Löwdin population analysis, charges in e, atoms 1 to 5: -0.614 -0.105 -0.243 -0.698 0.310


(12)
DFT (ωB97M-V/def2-TZVPD) results for C3H6BN in the gas phase at a distorted geometry.

Positions of all 11 atoms, in Å:
B -0.69 -0.40 1.22
C 0.24 -0.44 -0.51
C -1.23 -0.27 -0.25
C 1.83 1.37 -1.01
N 1.08 0.52 -0.62
H -0.40 0.57 1.81
H 0.63 -1.44 -0.67
H -1.78 -1.09 -0.68
H -1.61 0.69 -0.60
H -0.60 -1.45 1.72
H 2.52 1.94 -0.43

Values from the calculation:
LUMO energy   0.24 eV
Frontier orbital gap   8.53 eV
Molecular weight   66.90 u
Energy above the lowest of the compared OMol25 structures with the same formula, charge and spin   289.7 kJ/mol

Löwdin population analysis, charges in e, atoms 1 to 5: -0.124 -0.237 -0.159 0.119 -0.021


(13)
DFT (ωB97M-V/def2-TZVPD) results for a 2-piece molecular cluster, C3H6BrClOS overall at a distorted geometry.

Positions of all 13 atoms, in Å:
C 0.96 1.95 -1.26
C -1.68 -1.09 0.07
C 0.94 -0.77 0.88
O 0.07 1.31 -0.77
S 0.11 -1.39 -0.61
Cl -2.92 0.02 -0.84
Br 0.50 -1.68 2.47
H 0.85 2.94 -1.84
H 0.95 0.50 1.18
H 1.97 1.67 -0.97
H -1.52 -0.44 0.87
H -2.25 -2.02 0.09
H 2.02 -1.00 0.75

Values from the calculation:
LUMO energy   0.40 eV
Frontier orbital gap   9.47 eV
SMILES   ClCSCBr.C=O
Molecular weight   205.50 u
Energy above the lowest of the compared OMol25 structures with the same formula, charge and spin   188.4 kJ/mol

Löwdin population analysis, charges in e, atoms 1 to 5: -0.126 -0.719 -1.056 -0.148 0.735


(14)
DFT (ωB97M-V/def2-TZVPD) results for C3H6BrI as an isolated structure at a distorted geometry.

Positions of all 11 atoms, in Å:
C -0.54 0.57 -1.13
C 0.26 -0.58 0.97
C 0.56 0.33 -0.22
Br 2.09 -0.55 -0.96
I -1.32 -0.75 3.22
H -1.46 1.26 -0.75
H -0.07 1.03 -2.02
H -1.07 -0.25 -1.46
H 1.02 -0.94 1.55
H -0.52 -1.34 0.67
H 1.05 1.22 0.12

Values from the calculation:
LUMO energy (spin up / spin down)   -1.73 / -1.76 eV
Frontier orbital gap (spin up / spin down)   7.45 / 7.41 eV
Molecular weight   248.89 u
Energy above the lowest of the compared OMol25 structures with the same formula, charge and spin   226.1 kJ/mol

Löwdin population analysis, charges in e, atoms 1 to 5: -0.165 -0.275 -0.851 0.777 0.185


(15)
DFT (ωB97M-V/def2-TZVPD) results for C3H6BrINO4S2 as an isolated structure.

Positions of all 18 atoms, in Å:
C 0.05 0.91 -2.67
C 0.22 0.15 -1.34
C -0.27 0.94 -0.13
Br 1.18 1.94 0.69
S -1.23 -0.04 1.10
O -1.69 -1.20 0.37
O -2.22 0.90 1.56
N -0.28 -0.38 2.32
S 0.69 -1.63 2.20
O 0.06 -2.91 2.21
O 1.78 -1.43 1.28
I 1.72 -1.41 4.44
H -0.57 1.80 -2.55
H 1.01 1.25 -3.06
H -0.42 0.29 -3.42
H -0.33 -0.79 -1.38
H 1.26 -0.11 -1.20
H -0.97 1.72 -0.41

Values from the calculation:
LUMO energy   2.63 eV
Frontier orbital gap   8.80 eV
Molecular weight   391.03 u
Net charge   -1

Löwdin population analysis, charges in e, atoms 1 to 5: -0.101 -0.326 -0.753 0.695 0.447


(16)
DFT (ωB97M-V/def2-TZVPD) results for C3H6BrMgO3 as an isolated structure at a distorted geometry.

Positions of all 14 atoms, in Å:
Mg 1.01 2.38 -0.17
Br 0.77 2.30 -2.00
C 1.26 -1.18 1.97
O 0.34 -1.30 0.92
C -0.13 -0.27 0.14
O 0.41 0.81 0.10
O -1.15 -0.69 -0.63
C -1.68 0.24 -1.59
H 1.86 -0.27 1.92
H 1.89 -2.07 2.00
H 0.80 -1.11 2.96
H -1.13 1.15 -1.82
H -2.72 0.37 -1.31
H -1.52 -0.35 -2.49

Values from the calculation:
LUMO energy   -5.56 eV
Frontier orbital gap   8.73 eV
Molecular weight   194.29 u
Energy above the lowest of the compared OMol25 structures with the same formula, charge and spin   141.6 kJ/mol
Net charge   +1

Löwdin population analysis, charges in e, atoms 1 to 5: 0.510 0.527 -0.030 0.039 -0.455


(17)
DFT (ωB97M-V/def2-TZVPD) results for an isolated ion of composition C3H6BrN2S and charge +1 at a distorted geometry.

Positions of all 13 atoms, in Å:
C 0.65 -0.75 -0.27
C -0.16 1.34 0.29
C -1.76 0.02 0.83
N 0.69 0.57 -0.53
N 1.59 -1.53 -0.77
S -0.71 -1.35 0.60
Br -3.15 0.36 -0.41
H -0.75 2.26 -0.19
H 0.08 1.32 1.28
H -1.95 0.37 1.90
H 1.33 1.06 -1.17
H 2.57 -1.14 -0.93
H 1.58 -2.55 -0.63

Values from the calculation:
LUMO energy   -4.38 eV
Frontier orbital gap   8.79 eV
Molecular weight   182.07 u
Energy above the lowest of the compared OMol25 structures with the same formula, charge and spin   203.6 kJ/mol
Net charge   +1

Löwdin population analysis, charges in e, atoms 1 to 5: -0.628 -0.062 -0.953 0.005 0.152


(18)
DFT (ωB97M-V/def2-TZVPD) results for C3H6BrNO in the gas phase at a distorted geometry.

Positions of all 12 atoms, in Å:
C -0.14 -1.21 -0.24
C 0.00 1.23 -0.44
C 0.78 0.14 0.34
N -1.41 -0.62 -0.65
O -1.37 0.77 -0.38
Br 2.66 -0.01 -0.05
H 0.37 -1.65 -1.11
H -0.15 -1.94 0.54
H -0.02 2.20 -0.10
H 0.19 1.01 -1.53
H 0.55 0.25 1.37
H -1.40 -0.65 -1.65

Values from the calculation:
LUMO energy   0.84 eV
Frontier orbital gap   10.33 eV
SMILES   Br[C@@H]1CNOC1
Molecular weight   151.99 u
Energy above the lowest of the compared OMol25 structures with the same formula, charge and spin   184.6 kJ/mol

Löwdin population analysis, charges in e, atoms 1 to 5: -0.157 -0.219 -0.645 -0.048 -0.179


(19)
DFT (ωB97M-V/def2-TZVPD) results for a 3-piece molecular cluster, C3H6BrNO2 overall at a distorted geometry.

Positions of all 13 atoms, in Å:
C 1.08 0.97 1.43
C 0.81 -0.17 -1.53
C -0.30 -0.18 -0.59
N -0.55 -0.86 0.42
O 0.05 1.34 1.81
O 2.15 0.73 1.07
Br -3.41 -0.27 1.63
H 0.56 0.75 -2.17
H 1.82 -0.05 -1.01
H 0.77 -1.19 -2.14
H 0.17 -1.51 0.57
H -1.93 -0.03 1.44
H -1.23 0.46 -0.93

Values from the calculation:
LUMO energy   0.50 eV
Frontier orbital gap   10.34 eV
SMILES   [H]/N=C\C.O=C=O.Br
Molecular weight   167.99 u
Energy above the lowest of the compared OMol25 structures with the same formula, charge and spin   52.4 kJ/mol

Löwdin population analysis, charges in e, atoms 1 to 5: -0.453 -0.087 -0.383 0.042 0.180


(20)
DFT (ωB97M-V/def2-TZVPD) results for a 2-piece molecular cluster, C3H6BrNOS overall at a distorted geometry.

Positions of all 13 atoms, in Å:
C -0.42 -1.10 -0.49
C -0.68 1.10 0.61
C 0.30 -2.20 -0.91
N 0.14 0.00 0.05
O 3.17 -0.43 -0.70
S 4.33 0.21 -1.35
Br -0.48 -3.63 -1.82
H -1.47 -1.05 -0.46
H -0.18 1.66 1.40
H -1.53 0.57 1.18
H -0.83 1.69 -0.29
H 1.32 -2.08 -0.85
H 1.00 0.08 0.60

Values from the calculation:
LUMO energy (spin up / spin down)   -1.81 / -1.82 eV
Frontier orbital gap (spin up / spin down)   5.61 / 5.60 eV
SMILES   CN/C=C/Br.O=S
Molecular weight   184.06 u
Energy above the lowest of the compared OMol25 structures with the same formula, charge and spin   358.2 kJ/mol

Löwdin population analysis, charges in e, atoms 1 to 5: -0.263 -0.089 -0.635 -0.125 -0.709